A structure of composition C8H16BiN2PS at a distorted geometry, computed with ωB97M-V/def2-TZVPD.

XYZ file:
```
29
Properties=species:S:1:pos:R:3:forces:R:3
C -0.4431 0.3989 -2.4141 0.422 0.167 0.500
C -1.2232 1.5223 -2.0034 0.422 0.328 0.698
C -0.3430 2.4889 -1.4294 -0.565 -0.647 -0.303
C 0.9926 2.0095 -1.5740 0.107 -0.790 0.165
C 0.9487 0.7152 -2.1522 -0.448 0.677 -0.081
Bi -0.0650 -0.7801 0.4181 -0.374 1.069 -1.849
P -0.0451 -3.3568 0.6335 -0.152 0.253 0.072
H -0.7849 -0.4698 -2.9786 0.029 0.312 0.083
H -2.3124 1.6100 -2.0852 0.514 -0.069 0.108
H -0.6493 3.4076 -0.8976 0.228 -0.548 -0.587
H 1.7944 0.0963 -2.4669 -0.310 0.294 0.257
H 1.9014 2.5220 -1.2333 -0.465 -0.237 -0.190
H 1.1972 -3.8394 0.0162 -1.387 -0.618 0.732
H -1.2387 -3.7456 -0.1322 1.373 -0.530 0.800
H -0.1730 -3.7216 2.0503 0.205 -0.412 -1.518
C 1.4255 -0.6124 5.7767 0.061 -0.380 0.157
N 0.7936 -0.7245 4.4569 0.164 0.129 -0.529
C 0.1478 0.3472 3.9045 0.335 0.427 -1.611
S 0.6155 0.9547 2.3119 0.036 -0.044 2.443
N -0.8364 0.9584 4.5550 -0.262 -0.170 0.010
C -1.4971 0.4780 5.7799 -0.100 0.308 -0.222
H 1.0398 0.2635 6.3138 0.215 -0.328 -0.183
H 2.5153 -0.5169 5.6530 -0.369 0.086 0.126
H 1.2121 -1.5253 6.3475 0.114 0.325 0.071
H 1.3624 -1.2284 3.7620 -0.339 0.744 0.565
H -1.3385 1.6297 3.9654 0.435 -0.244 0.532
H -1.3400 1.1906 6.6052 -0.044 -0.288 -0.264
H -2.5747 0.4027 5.5733 0.359 -0.052 0.170
H -1.1011 -0.5020 6.0614 -0.205 0.239 -0.150
```
Forces are in eV/Å.

Results
* lowest unoccupied orbital energy: -0.4 eV
* energy: -1377.883936 hartree
* gap between HOMO and LUMO: 5.02 eV
* relative energy (zero: lowest compared OMol25 entry of this formula, charge and spin): 63.9 kJ/mol